{
  "formula": "C2HClN2O2",
  "method": "wB97M-V/def2-TZVPD",
  "elements": ["C", "C", "N", "N", "O", "O", "Cl", "H"],
  "positions_angstrom": [[-0.735817, 0.633486, -0.996362], [-1.287602, -0.121011, 0.050475], [-0.315351, 1.191022, -1.917296], [1.415398, -0.069170, 0.406572], [1.469782, 0.462561, 1.429269], [2.043639, -0.784525, -0.258060], [-1.135242, -1.818774, 0.237889], [-1.454804, 0.506409, 1.047512]],
  "forces_ev_per_a": [[-0.4901, -0.9738, -0.4776], [0.0606, 1.7308, 2.8494], [0.0025, 0.2578, 0.0222], [-1.9362, 0.0537, -1.7190], [0.8608, 1.1214, 2.7104], [1.6040, -1.1903, -0.7000], [-0.2055, 0.7273, -0.3948], [0.1039, -1.7269, -2.2906]],
  "de_lowest_kcal_mol": 131.0,
  "total_energy_ev": -21681.6831,
  "multiplicity": 1,
  "homo_energy_ev": [-9.966, -9.633],
  "homo_lumo_gap_ev": [8.124, 8.432],
  "charge": 0
}